Molecular formula: C83H177N9O10
Method: DFT, ωB97M-V/def2-TZVPD

```
279
Properties=species:S:1:pos:R:3:forces:R:3:mulliken_charge:R:1
H 0.732703 1.630246 -1.475081 0.2765 -0.4211 0.3611 0.1873
H 2.379779 -3.231392 -5.811048 0.2182 -0.2517 -0.3455 0.3005
H 1.162775 -3.725724 -3.763080 -0.4536 0.0761 -0.1041 -0.5118
H -2.236417 3.956461 5.232918 0.3306 0.6133 -0.1268 0.3579
H 6.073867 1.674901 -3.397914 0.9794 -0.0964 -0.6357 0.4506
C -6.897188 -1.124134 -0.600088 1.5218 -0.7283 0.9155 2.2306
H 3.895949 -1.046923 2.782333 0.2555 0.2312 1.1522 -0.7049
C 0.218708 -2.265984 0.000189 0.8555 0.4790 0.9967 2.0966
H -1.468973 7.371890 2.760590 0.5685 -0.1125 -0.0982 0.5073
C -1.523558 -1.041754 -1.596258 0.8393 0.7407 1.2114 -0.4869
H -8.873649 -1.612719 0.107212 0.1728 -0.0835 -0.1105 0.3970
O 3.133450 -2.908647 6.814034 -0.9562 -0.5080 0.5881 -0.4851
H 3.134438 2.713538 1.211373 0.3545 0.7228 -0.3145 -0.4038
C -5.564659 5.502082 0.986502 -1.3107 0.8681 -1.2843 1.3849
C -4.907090 -2.248820 0.556030 -0.5741 0.2547 0.1918 -0.4252
H 6.425441 -8.185836 -1.923187 0.5163 -0.1521 -0.8434 0.5126
H 2.782918 0.886428 -2.948032 -0.0907 -0.2162 -0.0645 0.1205
C -6.164791 -3.502251 -1.202800 -1.7624 0.7550 -0.1976 2.0892
H 2.014614 0.260222 3.731220 -0.4484 -0.2770 0.3254 -0.8779
H -0.719173 -6.015518 -8.163753 0.2859 -0.4319 0.2870 0.4456
H -4.929645 6.769225 2.619446 -0.1768 0.0444 -0.0475 0.3067
H 6.556821 -5.824892 2.098325 -0.2993 -0.2440 -0.1491 0.4307
H 6.981366 0.942169 -1.993191 -0.2882 -0.1467 -0.7111 0.2766
H -6.432738 -5.295047 -0.146169 -0.2215 -0.8395 -0.5026 0.4993
H -6.118145 4.842219 -1.055260 0.0010 0.1306 0.0326 0.3404
H 5.301987 -1.193820 0.596606 -0.0487 -0.8662 0.3683 -0.2354
H 2.323279 -3.712710 4.541679 -0.0560 0.1727 -0.4145 0.9434
H -6.719454 0.426919 -2.156110 0.7217 -0.2304 -0.0652 0.4002
O -1.653994 -3.308606 -7.312021 -0.1341 1.7724 -0.6501 -0.5358
H 5.350050 -3.543087 0.980565 -0.3330 0.0144 -0.0658 -0.0740
H 0.062804 -2.299801 -8.700148 -0.3036 -0.1933 0.0293 0.3837
H 3.494382 -0.464846 -0.935130 -0.4504 -0.2126 -0.0870 -1.5977
H -3.150370 3.272566 -3.187090 0.7017 0.2939 0.4280 0.1628
H 4.978324 -3.399932 3.761849 0.0669 -0.2960 -1.5772 0.2860
H 2.807266 -4.842888 -5.241017 0.4644 -0.0688 0.5951 0.3858
C 5.445505 -5.585356 0.186231 -0.5393 -0.7949 1.4081 1.8119
H 2.130932 7.616107 3.484949 0.5782 0.7639 -0.1953 0.3501
H 5.618431 -7.269725 1.585742 0.3984 -0.3211 0.0393 0.4509
H 3.837387 0.797998 1.250832 0.1188 -0.7991 -0.2413 -1.5458
C -1.448123 0.122781 -0.571882 0.4914 -1.2993 0.4364 -0.2474
H 4.484450 -3.824596 5.364763 0.4840 0.5724 -0.3286 0.4326
H 0.900873 4.727379 -6.020018 -0.0563 -0.3763 0.3801 0.3346
H -1.805404 4.697788 -1.384758 0.0030 -1.1997 -0.2458 0.3619
H -1.400042 7.415446 4.464008 0.0730 0.7134 0.9278 0.4979
H 6.118472 -0.156242 -3.158517 0.8424 -0.3169 -0.9018 0.4538
H 1.452582 -3.213718 -9.273350 -0.1337 -0.0387 0.2419 0.4405
H 1.167661 0.081816 -1.980207 -0.3273 -1.3895 -0.9029 -0.0723
H -2.526736 2.982009 1.257220 -0.2946 -0.5590 -0.0299 -0.3813
C 4.742992 -2.978089 4.696254 0.4143 -0.4706 1.3262 -2.3085
H 2.409220 -5.180215 -7.543303 0.2794 0.0348 -0.7736 0.5234
N 0.678009 5.648321 4.869171 -0.4553 -1.3426 -1.3422 0.1969
H -1.884909 -2.342030 -0.049843 -0.0243 -0.3660 0.2654 -0.6151
C 0.881492 2.058571 -5.024012 -0.8525 0.6905 -0.5104 -1.7976
H 1.268490 -6.705622 -0.411244 0.2537 0.2488 -0.5615 0.3414
H 1.685845 -3.602242 -0.866853 -0.5581 1.1026 -0.4288 -0.2975
N 0.745759 3.761691 -3.360836 -1.7637 -0.9820 -0.4323 1.7099
N 3.397950 -1.732206 6.133725 0.9578 1.0448 -0.4737 0.0186
C 4.037427 3.220618 0.801978 0.7662 -0.3547 0.6721 -1.5528
H 2.380295 -8.478285 0.702687 -0.2916 -0.4485 -0.1881 0.5583
C -1.930819 5.547354 3.754654 -1.7958 -1.0777 -0.1869 2.6420
H 3.869425 1.733197 -3.969626 0.5167 -0.2398 0.0330 0.5582
C 3.935281 -0.774069 3.876983 0.2042 0.9613 -0.0157 -0.8694
C 0.890559 -2.921366 -8.374164 -0.1550 -1.1920 -0.1836 -1.6424
H 5.516961 -3.712402 -0.778360 -0.1516 0.6164 -0.6373 0.5874
H -8.301804 0.098332 -1.666221 -0.5796 -0.2887 0.0106 0.6795
H 3.332410 1.274226 3.654274 0.4707 0.6604 0.0123 0.6098
H -2.591160 1.329850 5.370223 0.3726 -0.3201 -0.0634 0.2857
C -0.321736 -3.357264 -5.362783 -0.4176 0.8789 -0.1064 2.8138
H 1.128856 3.272449 6.458311 0.5557 -0.6700 -0.1003 0.2243
H -1.125179 -3.154576 -1.419237 0.1719 0.2503 0.5227 0.3913
H -3.474319 -1.336137 3.202032 0.0559 -0.0792 0.2430 -0.0792
H 4.943894 -0.385600 4.150872 -0.3581 -0.5362 -0.3725 0.7799
N -6.823212 -2.200086 -1.583369 1.5328 -0.0911 0.2035 0.0898
C 0.028407 1.392966 0.944727 -0.9240 -0.2280 0.6955 0.0236
H -0.806012 6.711884 -2.260504 -0.0407 0.1813 0.6622 0.3044
H 1.733655 5.325194 -1.311116 0.1056 -0.3983 0.0853 0.6462
C -5.454616 -0.928173 -0.039909 -1.1110 -0.6726 1.5218 0.2277
C 4.747049 0.845758 -2.106377 -0.6351 -0.2428 0.0125 1.2182
H -1.484468 -3.206686 -3.540163 0.1404 0.3071 0.6171 -0.3329
C 0.002547 3.241669 -4.595430 0.6497 0.2309 0.9023 1.6844
H -5.443006 -2.726865 1.424287 0.0617 0.9449 -0.7941 0.3382
H 4.223884 -7.204191 -2.463027 -0.1481 -0.0815 0.3378 0.3094
H 4.004211 -8.487167 1.176442 0.5774 0.1214 0.1570 0.3643
O 3.144206 -4.868263 0.517660 0.7533 -0.5921 -1.2355 0.6412
H -8.309760 -2.080648 -2.823418 0.6061 -0.3760 0.7899 0.3704
H -0.737531 6.122088 -3.887681 -0.0457 -0.1447 0.3512 0.3651
C 0.833018 -4.148874 -4.720207 -0.5642 -0.5022 0.1800 -1.0561
C -0.063059 4.305083 -5.695096 0.1430 0.1629 -1.1170 -1.8913
H 2.434596 -2.141664 -0.536100 -0.5948 0.6307 0.0708 -0.0676
C 3.605912 -2.000794 4.719177 -0.1279 -0.6565 -0.7864 2.8137
H -0.556533 3.199609 6.887459 -0.6492 -0.2570 0.3860 0.3380
H -6.559618 5.154944 2.807714 -0.2241 -0.3656 -0.2123 0.3662
H -0.622584 1.176870 1.815555 0.1597 0.1253 -0.4198 -0.4139
H -7.294142 0.932708 -0.599197 0.1722 0.9414 0.7660 0.0514
H -4.421297 -4.185230 -0.262439 0.1057 -0.0059 -0.0481 0.9078
H -3.927122 -2.034359 0.929828 0.8138 -0.0204 0.2474 -0.1874
H 1.201944 7.794321 4.972750 0.5384 0.4775 0.2848 0.4926
H 1.526032 -2.285050 -7.799689 0.5809 0.2348 0.4993 0.3193
H 2.544366 0.670384 8.272595 0.4032 -0.6096 -0.1473 0.3207
C 6.333011 -6.357603 -0.825007 0.2511 0.7956 0.6330 -0.9371
C -1.596368 4.861438 5.078308 0.0208 -1.6028 -1.0005 -1.8064
C -3.417745 2.458587 1.655254 1.0009 0.4408 -0.6272 -0.7408
H -0.517500 3.284459 3.116131 0.4039 0.1741 0.4215 -1.5649
O 1.966046 4.290402 -3.807224 0.1249 0.2497 0.6617 -0.7372
H -1.768601 1.114175 -0.870669 -0.3551 -0.0158 -0.3120 -0.1765
C 0.217419 3.831512 6.512694 0.9209 1.1568 -1.7586 -2.0726
H 0.461930 -5.172405 -4.549350 0.0124 0.2128 0.2456 0.5213
H -0.717008 5.161816 -5.599992 -0.2664 0.1007 0.8075 0.3262
H -8.034779 -4.549389 -0.742137 0.8436 -0.3302 0.2223 0.3784
H 6.959216 1.862093 -0.223079 0.5964 0.0278 -0.1032 0.4059
C -7.020067 -4.405625 -0.314490 -0.6969 0.4735 1.0655 -1.6480
C 3.218527 -7.814981 0.875183 -0.8507 -1.4610 -0.6000 -1.8954
H 5.570967 0.884247 1.636432 -0.0892 0.6200 0.7008 0.8715
H 2.188015 -6.090657 -1.886041 -0.3007 0.0284 0.2207 0.3113
H -0.881991 -1.258632 -5.619981 0.1659 -0.0012 -1.1444 0.4281
H -5.441792 -0.132315 0.748819 -0.0714 -0.5221 -0.8672 -0.7282
N 4.019712 -5.744539 -0.237719 0.4803 2.0481 -0.3810 -0.0818
C 2.574701 -0.601611 6.548286 0.0617 -1.0695 -0.4986 2.2716
H 0.757200 6.566987 -3.133476 -0.5425 0.0180 0.4888 0.4643
C -5.657319 5.719735 -0.592934 0.1368 -1.3718 0.6300 -1.4027
H 1.881360 2.409224 -5.192722 0.5547 0.0010 0.0508 0.3486
H -5.605778 2.628002 2.790600 -0.7463 -0.3794 -0.9549 0.4710
C 5.855576 -7.729465 -1.146881 -1.7051 -0.5474 0.5716 -0.8889
H 4.827850 -1.292733 -1.792101 -0.3522 0.1249 -0.0195 0.9220
H -1.793955 5.535381 5.901961 0.1953 0.1709 0.2749 0.4320
C -0.226344 6.091998 -2.917440 0.9503 -0.3832 -1.4718 -1.8134
H -1.691318 4.918565 2.892214 0.1537 -0.3918 0.2748 -1.9054
O 4.413436 3.166515 -2.030427 0.4046 0.5056 -0.0071 -0.7900
H -6.126080 7.523533 1.545998 -0.0243 0.2459 -0.2716 0.4974
H -2.341917 -2.568644 3.796232 -0.2972 0.5354 0.4223 0.2747
C -1.322559 3.941375 -2.057603 0.2485 0.9590 -0.5959 -0.3784
H 1.196866 -5.974343 -6.521952 0.0937 0.7456 -0.7367 0.3084
C -2.108199 -0.528086 4.695796 -0.2571 -0.4275 -0.8686 0.9306
H -5.562098 2.964067 -0.970706 -0.8559 -0.0105 -0.4581 0.4607
H 0.258586 5.228169 -0.338935 0.7611 -0.8481 -1.0043 -0.1851
H 4.792535 -5.965882 2.345370 0.4732 0.2760 -0.5024 0.1254
N -4.537631 4.556293 1.303921 0.6318 -0.7904 1.2816 0.2239
C 0.023707 -1.846384 -5.465767 -0.4635 -0.5480 0.8511 -1.2700
H -7.728516 5.657889 1.553495 1.0227 -0.7008 -0.0531 0.4091
H -0.341044 2.265140 0.425450 -0.1487 0.4617 0.0674 -0.8724
C -6.819595 5.011092 1.746795 -0.3812 -0.5755 -1.1593 -1.2109
H -0.963230 -0.839657 -2.509281 0.2685 -0.0442 0.0654 -0.5174
H 0.603494 -5.502968 -9.310511 -0.0343 -0.4770 0.0968 0.4335
H -6.233965 1.616628 1.373724 0.4344 -0.6622 0.1371 -0.7900
C 1.562338 -4.984534 -6.917628 -0.9004 0.3583 1.4782 -1.3170
C 5.344669 -0.302063 0.011736 0.7180 0.1624 -0.0486 0.0292
H -6.311662 6.535147 -0.830889 -0.0565 0.7391 -0.1269 0.6108
C 0.821816 5.922030 2.313877 -1.5946 -0.5620 -1.0701 -1.4022
H -7.673523 -2.111736 1.263652 0.4827 -0.2457 0.0224 0.2832
H 0.662656 8.755411 3.653667 -0.0174 -0.0020 -0.8299 0.3803
H -5.279991 -5.028906 -2.453700 -0.4100 0.3016 -0.0121 0.3413
H 7.330109 -6.478180 -0.369796 -0.1371 0.5022 -0.2481 0.3225
H 3.911092 -0.064366 -3.928350 0.0740 0.1355 -0.0177 0.5226
C -2.966300 -1.702628 4.104848 1.3774 1.2721 -0.6259 -1.0750
H 3.836123 3.994018 0.087207 -0.6854 0.4885 -0.2261 0.7737
C 2.406795 -2.689199 4.144432 -1.5162 -0.6898 -0.8014 -1.0653
H 4.132167 -8.804969 -1.749169 -0.8226 -0.4011 0.2809 0.4596
H -4.334005 1.739924 -0.603372 -0.3263 0.5465 -0.1693 -0.6437
C -5.259793 6.877822 1.578275 1.2325 -0.9238 0.2796 -1.8552
H -1.977062 -4.518446 -4.599885 0.0837 0.8600 -0.0594 0.4698
H -4.401965 7.219529 1.011122 -0.0343 0.8794 -0.0332 0.3463
H -4.238459 -2.842962 -1.375960 0.7309 0.2839 -0.2758 -0.4220
H -2.534353 -1.255219 -1.890680 -0.6246 0.0599 -0.2238 0.9859
H -3.877329 3.376927 -1.032769 0.3159 0.3366 -0.0040 -0.7649
H -1.307160 -0.237125 3.984211 -0.4968 0.0639 0.0114 -0.5395
C -1.067528 -2.258060 -0.763299 -1.3215 -0.8166 -1.7594 -0.9560
H -4.636494 5.806170 -1.063724 -1.0710 0.2542 0.7177 0.0048
H 1.997518 0.709965 -0.640275 0.0571 0.2582 0.1533 -0.7323
C 0.412251 -4.222329 -7.609282 0.0006 -0.4392 -1.1579 1.6512
H -7.163386 -4.080218 0.738695 0.0657 0.3881 -0.7302 0.2675
H 6.401003 -5.751875 -1.729701 0.1242 0.0676 -0.0410 0.3968
H -1.058435 2.981068 -1.582440 -0.3457 0.5138 0.1851 -0.3942
H 1.880779 -7.812470 -1.655325 -0.2407 -0.2365 -0.0834 0.5985
H 4.001500 0.917878 5.915538 -0.8298 -0.1097 0.3773 0.4950
C -5.998982 -4.187336 -2.528186 -0.4455 -2.4611 0.3263 -2.2780
H 6.905096 -3.932163 0.326021 -0.2820 -0.3535 -0.2876 0.4421
H -1.334680 1.770011 -3.690845 0.1793 0.0645 -0.0884 -0.6326
C 5.824544 -4.090937 0.170794 0.2635 -0.8228 0.7470 -2.2951
H 1.484422 -2.185284 4.376783 -0.4192 0.2278 0.4974 0.1297
H -3.047137 5.648299 3.641195 0.8863 0.3726 0.3560 0.1219
H 2.252108 4.614121 4.155827 -0.6114 -0.0131 -0.2175 0.2942
H 4.144654 -0.139735 8.078020 -1.1133 -0.3065 -0.5144 0.4012
C 1.457765 -2.491551 -0.882389 0.2142 -1.7867 -0.7972 -0.0061
C 0.345469 6.472188 3.650390 0.9033 1.8043 0.1751 2.3116
H -3.284435 1.380719 1.456023 -0.3719 0.4135 0.0606 -0.0610
H 0.066707 5.189061 1.886998 1.1556 0.5036 0.4234 -0.5171
C 6.173790 0.825692 -2.737076 -1.2957 1.0522 1.9955 -1.7671
C 2.955199 0.604603 5.675912 -0.2414 1.1196 0.7692 -0.4832
C 2.008389 -4.251207 -5.650108 -0.0153 0.2228 -0.6092 -0.6596
O -8.108621 -2.519666 -1.967085 -2.0424 -0.0391 -1.2820 -0.5694
H 0.895554 -1.627717 -6.073411 -0.3606 0.3202 -0.1142 0.2367
H 0.934140 -3.475792 1.748281 -0.1389 0.1623 -0.4563 -0.2619
H -8.023806 -0.451324 1.002223 -0.1715 1.4234 1.0378 0.5724
C 3.801185 0.846380 -3.332488 -0.6441 -0.3155 0.6652 -2.1944
H -2.308194 4.627930 -3.837879 0.0872 0.1801 -0.1616 0.5291
H -6.965169 -4.583747 -2.878654 0.3270 -0.0719 0.2320 0.4082
C 6.317494 2.717216 -0.075774 0.1837 0.0124 -0.8119 -1.8244
C 4.849220 0.837960 0.831129 0.4873 1.6396 -0.0910 0.0194
H 6.056505 -8.369797 -0.285431 -0.2928 -0.1463 0.1670 0.2874
H 6.435374 3.420644 -0.917351 -0.1314 -0.4250 0.2280 0.1914
C -0.000189 0.234326 -0.041426 -0.6592 0.2937 0.4034 2.3580
C -7.090811 3.507724 1.414817 -0.4900 0.6397 1.7822 -0.9122
H 2.261412 -3.264927 6.520778 0.5169 0.4187 0.1837 0.3885
C -1.139854 6.796680 3.637852 -0.2833 0.1134 -0.5479 -2.1628
C 5.623481 -6.193883 1.641855 0.0166 0.8200 -0.3321 -1.5260
H 0.502923 4.659447 7.153986 -0.6266 0.1988 0.2244 0.4941
H -5.682334 -3.552420 -3.290518 0.8490 1.3622 -1.0932 0.5574
C 3.421301 -7.043547 -0.413787 0.8009 -0.9046 -1.5782 1.7504
H 6.428330 -0.135679 -0.217003 -0.7687 -0.2021 0.1193 0.5114
N 4.263497 1.977141 -1.273337 0.1517 -0.5495 -0.3079 1.9083
C 0.079212 3.222035 4.042728 -0.2340 -0.0744 0.3331 1.3257
H 1.837212 5.529826 2.268470 -0.1282 -0.1941 0.2634 0.5933
C -5.907999 2.586987 1.703718 0.4887 1.8101 0.5661 0.0268
H 5.616175 -2.448890 5.053611 0.4103 -0.1657 0.2924 0.5157
H -4.832682 -0.655249 -0.879795 0.4301 0.2641 -0.1477 0.1083
C -4.846281 -3.228511 -0.576009 0.6868 -0.4315 0.0976 -0.8772
H 0.850311 1.297636 -4.255970 0.0862 -0.2261 0.0638 0.0063
C -7.887193 -1.367558 0.512949 -0.9818 -0.7171 -0.3161 -2.1219
H -2.874691 5.494024 1.497748 -0.4585 -0.5634 -0.4969 -0.3022
H 6.652216 3.248423 0.797344 -0.0095 0.0559 0.5972 0.5366
C 2.994062 0.406103 4.190026 -0.4789 -1.0881 -0.8661 0.8836
O -3.316090 4.999764 0.774139 0.9986 1.0202 -0.0928 0.3328
H 0.821070 6.767053 1.615541 -0.0423 -0.0951 0.0154 0.7867
H -3.349714 2.641756 2.730290 -0.5074 -0.0972 0.0269 0.2865
H 0.240458 -4.365937 0.360718 -0.0829 0.3918 0.5828 0.1633
C -1.416447 2.732554 -4.215119 1.8029 -0.3700 -0.0097 -0.5337
H 2.224846 1.400272 6.006038 0.9627 -0.4589 -0.5248 -0.8990
C -4.651789 3.102806 0.972173 0.4505 0.0082 1.4912 2.1789
O -3.008360 0.555890 4.977588 -0.0556 -0.5047 -0.2107 -0.5965
H 1.165957 3.686679 -0.744742 -0.2482 0.6838 -0.5493 -0.5826
H 0.210807 -1.518104 -4.455871 0.7255 -0.0119 0.6786 0.0033
H -2.364112 -2.781133 -4.994399 -0.1891 -0.0904 -0.0078 0.5904
H 1.234894 -2.198889 -1.927591 0.4605 0.0329 0.4774 -0.6259
C -0.120898 4.368903 5.061411 0.0061 1.2274 1.1185 1.4831
C -4.623310 2.810235 -0.499718 0.7887 -1.5355 -0.0508 -0.1386
H 2.845629 -7.256229 1.708883 0.2086 0.7841 0.5035 0.2825
H -0.930010 -4.725608 -9.277288 -0.1580 0.3899 -0.0318 0.4112
H 4.636484 3.729367 1.613999 -0.6864 -0.8355 -0.5618 0.2988
H 3.174074 -5.170728 1.420274 0.0170 -0.2981 0.9229 -0.0502
H -0.815058 -3.507794 1.494838 -0.3102 0.1879 0.1912 0.1053
N -0.663559 -4.008997 -6.641360 1.1066 -0.8133 0.5867 0.2221
C -1.624961 -3.455602 -4.573298 0.1146 -1.2528 0.1183 -1.8886
C 0.010979 4.650061 -2.421001 0.3656 -0.7373 0.4080 1.1033
H 3.589743 3.279048 -2.518054 -0.3004 0.0547 0.1458 0.1407
C 4.337740 -7.772240 -1.525153 1.4378 1.2893 1.1901 -1.1244
H -3.699248 -1.968143 4.830526 -0.5620 -0.4454 0.5026 0.5349
C 1.160358 7.825267 3.890058 -1.0448 -2.0656 1.2188 -1.8155
H -0.464656 3.874479 -6.601095 -0.0123 -0.6062 -0.3753 0.5154
O 1.535493 -0.870597 1.296336 1.2048 0.1928 1.5119 1.8147
C -0.195874 -5.196544 -8.633795 0.3927 0.7473 -0.7825 -2.0360
C 0.139298 -3.453296 0.987914 0.3466 -0.4019 -0.4688 -0.8684
H 0.526886 -0.169137 7.078912 -0.1254 0.6316 -0.0132 0.5572
H -7.920538 3.180117 2.064657 0.0591 0.0287 -0.3775 0.6098
C 3.035530 -0.287813 7.956643 -0.4831 1.0600 1.7663 -2.0517
C 4.893851 2.181027 0.036825 -0.0629 0.5625 1.0547 1.2839
H 1.515042 -0.758143 2.286431 -0.6578 -0.2163 -1.5629 -0.9551
H -1.980040 2.547747 -5.106702 -0.2301 -0.1330 -0.7326 0.9192
H -2.015237 -0.241688 0.326438 0.0264 0.7106 -0.7186 -0.5363
H 1.132769 2.976696 3.788260 -0.5495 0.2580 0.2062 -0.4500
H 1.011542 1.612550 1.321751 0.5579 0.0085 0.0457 -0.2518
H -7.398387 3.343874 0.395313 -0.2339 0.2834 -0.5277 0.2900
H 2.702821 -1.035275 8.708668 0.2716 0.2358 -0.6183 0.4012
C -7.290163 0.126827 -1.287284 -0.8887 0.6975 -1.2409 -1.9440
O 2.059511 5.352656 4.751849 0.6192 0.1691 1.0486 -0.5382
C 1.042869 -0.929525 6.505089 -0.3170 -0.3869 1.5867 -1.5756
H 0.761316 -1.828184 7.155991 0.7036 0.7471 -1.1523 0.3789
C 2.082834 -6.882152 -1.138919 -0.1947 0.2426 0.6309 -2.0523
C -2.118956 3.678976 -3.338771 -1.8632 0.6069 1.0201 -0.9237
H 0.516403 -0.990723 5.546032 0.6058 -0.0049 0.1551 -0.2302
H -1.573135 -0.868469 5.575370 -0.2060 -0.0193 0.4860 0.3834
C 4.528644 -0.400359 -1.220324 0.4963 -0.1918 -1.5366 0.3323
H 1.726819 5.159734 -4.134755 0.3730 0.5120 -0.3686 0.3487
H -0.314171 2.381448 4.621519 0.1294 -0.4339 -0.4052 0.5113
H 2.310572 -2.692423 3.051824 0.8435 -0.4018 0.0652 -1.2407
H 0.514519 1.686924 -5.972178 -0.1613 -0.4304 -0.2141 0.5945
H -2.496034 -3.731593 -7.205196 -0.3734 -0.8042 0.3692 0.3484
N 0.232957 -0.977528 0.762842 0.1933 -0.7603 -0.0651 0.0351
C 0.861416 4.679755 -1.148403 -0.6099 1.2691 1.3675 -0.7598
C 1.014883 0.622854 -1.089874 0.0982 1.4911 0.0667 0.7426
```
Forces are in eV/Å.

Output
**SMILES string**: CC1(C)CCCC(C)(C)N1O.CC1(C)CCCC(C)(C)N1O.CC1(C)CCCC(C)(C)N1O.CC1(C)CCCC(C)(C)N1O.CC1(C)CCCC(C)(C)N1O.CC1(C)CCCC(C)(C)N1O.CC1(C)CCCC(C)(C)N1O.CC1(C)CCCC(C)(C)N1O.CC1(C)CCCC(C)(C)N1O.CCO
**DFT total energy**: -4513.37533 hartree
**Energy relative to the best compared isomer or geometry (same formula, charge and spin)**: 39.5 kcal per mole
**Gap between HOMO and LUMO**: 0.3179 Eh